The following is a DFT calculation (the ωB97M-V functional and the def2-TZVPD basis) of a 2-piece molecular cluster, C9H11ClOS overall.

The geometry in XYZ format:
```
23
Properties=species:S:1:pos:R:3:forces:R:3
O 2.194 0.225 -1.833 0.2523 -0.5071 -0.9637
H -4.659 -0.401 -1.028 -0.0278 0.0002 -0.0057
H 2.799 -1.519 1.047 0.0716 0.0037 -0.0253
H -3.705 1.775 -0.365 -0.0627 0.0865 0.0139
C -3.128 0.869 -0.261 0.1500 0.1057 0.0384
H 3.902 0.996 0.363 0.0322 -0.1882 -0.0024
C -3.653 -0.357 -0.635 -0.2129 -0.0129 -0.0042
H 1.132 -2.071 1.054 -0.0325 0.0591 0.0525
C -1.602 -1.457 -0.038 -0.2708 -0.1180 -0.0440
C -2.908 -1.518 -0.519 0.1330 -0.0909 0.0224
H -3.322 -2.466 -0.828 -0.0652 -0.0831 -0.0189
C 1.384 0.007 0.626 -3.2485 -0.1227 -0.1593
Cl -1.131 2.452 0.653 0.0097 0.2467 0.1416
H 1.253 0.494 1.577 0.1097 0.1819 0.1912
H 2.923 2.388 0.909 -0.0281 0.1264 0.1472
H 3.742 2.430 -0.670 -0.0460 0.0683 -0.1434
C 1.828 -1.398 0.556 0.2382 -0.1263 -0.1905
C -1.118 -0.238 0.337 3.1803 0.5813 0.0962
S 1.716 1.095 -0.759 0.6713 0.3744 1.2882
C -1.826 0.927 0.224 -0.3383 -0.1850 -0.1080
H -0.997 -2.350 0.022 0.1149 -0.1075 0.0042
C 3.243 1.800 0.057 -0.6713 -0.1804 -0.3200
H 1.933 -1.684 -0.489 0.0411 -0.1120 -0.0103
```
Forces are in eV/Å.

## Properties
relative energy (zero: lowest compared OMol25 entry of this formula, charge and spin) = 0.000 eV
molecular weight = 202.71 g mol⁻¹
2S+1 = 1
E_HOMO (spin up / spin down) = -8.721 / -8.430 eV
orbital gap (spin up / spin down) = 8.466 / 8.068 eV

The following is a DFT calculation (the ωB97M-V functional and the def2-TZVPD basis) of one molecule with the formula C11H14IN.

The geometry in XYZ format:
```
27
Properties=species:S:1:pos:R:3:forces:R:3
H -2.942 -1.334 2.189 -0.3334 -0.1017 2.6155
H -1.509 -1.324 -1.308 -0.3878 -0.3741 0.4581
I -0.536 0.671 -3.569 0.1411 -0.0498 0.7051
H -3.686 -0.801 0.737 0.0146 -0.6175 -0.0535
C 4.219 0.895 0.333 0.0041 0.5872 -0.5261
H 5.253 0.703 0.489 0.7000 0.1714 0.2414
H -2.376 0.157 -1.079 -0.9543 0.7268 -0.8895
C -1.500 -0.363 -0.800 0.0340 0.3285 1.4627
H -0.581 2.095 -0.373 2.1241 -0.9858 -0.1091
H -0.584 -0.889 1.069 -1.8894 0.3377 0.1562
C -2.791 -1.263 1.177 0.2655 0.7666 -1.9071
C 3.674 2.164 0.511 0.2813 1.6787 0.4039
C 1.477 1.344 -0.103 2.2944 -0.6493 -0.6500
H -1.431 0.600 1.251 -1.0839 -0.6082 -0.4148
C 1.098 -0.768 -1.081 -1.2867 0.1517 -2.4945
H 4.338 3.048 0.825 -1.1181 -1.5502 -0.5204
C 2.327 2.396 0.197 -1.3501 1.6880 -0.1077
H 1.552 -1.101 -2.121 -1.1379 0.6125 2.1237
C 3.482 -0.096 -0.280 -0.7532 -1.6459 0.3477
H -2.558 -2.258 0.811 -0.5668 -0.1549 -0.2681
C -0.235 0.285 -1.294 2.5554 -2.0969 0.4699
C 2.083 0.100 -0.354 0.2598 -0.7645 -0.8378
C -1.620 -0.408 0.808 4.3663 -0.6145 -1.5498
N 0.192 1.396 -0.586 -2.7650 1.5858 0.0334
H 4.038 -1.067 -0.609 -1.4843 1.7901 0.6116
H 1.788 3.383 0.001 1.4890 -0.8874 0.9043
H 0.681 -1.671 -0.571 0.5811 0.6757 -0.2048
```
Forces are in eV/Å.

## Properties
relative energy (zero: lowest compared OMol25 entry of this formula, charge and spin) = 0.000 eV
molecular weight = 287.14 g mol⁻¹
2S+1 = 1
E_HOMO = -7.981 eV
orbital gap = 8.420 eV

The following is a DFT calculation (the ωB97M-V functional and the def2-TZVPD basis) of one molecule with the formula C4H3N3.

The geometry in XYZ format:
```
10
Properties=species:S:1:pos:R:3:forces:R:3
N -0.632 -0.490 0.756 0.0150 -0.0031 -0.0055
N -1.890 -0.179 0.663 0.2525 0.1331 -0.2231
H 3.785 -0.502 -0.240 -0.1947 0.0323 -0.0033
N -1.875 0.650 -0.376 -0.1800 0.0641 -0.0475
C 1.546 -0.108 -0.228 0.5133 -0.1146 0.0275
C -0.687 0.926 -1.001 -0.0394 -0.2823 0.3668
C 2.732 -0.324 -0.227 -0.4724 0.0971 -0.0101
H -2.774 1.029 -0.638 0.1222 -0.0349 0.0146
H -0.345 -1.128 1.485 -0.0024 0.0591 -0.0705
C 0.141 0.125 -0.195 -0.0140 0.0491 -0.0490
```
Forces are in eV/Å.

## Properties
relative energy (zero: lowest compared OMol25 entry of this formula, charge and spin) = 4.098 eV
molecular weight = 93.09 g mol⁻¹
2S+1 = 1
E_HOMO = -8.848 eV
orbital gap = 9.540 eV

no.,total energy (a.u.)
1,-1283.0100
2,-779.9470
3,-318.3341